39
Properties=species:S:1:pos:R:3 method="wB97M-V/def2-TZVPD" e_homo_ev="-6.57 / -8.14" homo_lumo_gap_ev="6.427 / 5.651" multiplicity=5
C 3.5649 0.3356 -3.1037
C -0.2199 1.2829 4.0873
H -0.8585 -3.2488 -2.1957
C 2.0359 0.1620 2.6546
C -1.2099 1.8518 4.8438
C 1.7286 -1.4823 -3.5079
C -2.6335 1.9135 2.9001
H -3.5728 2.1472 2.4171
H 4.2281 0.2645 -2.2404
O -1.9350 1.0948 0.8516
S -3.0879 0.2034 -4.5847
H -1.3047 -2.4455 -3.6988
C -2.4285 2.1734 4.2290
C -0.4635 -2.8284 -3.1200
C -0.3858 1.0075 2.7123
N 0.3713 -0.8813 -1.8413
H 1.5663 0.5763 -1.1155
H 1.8637 -0.5030 3.5001
O 0.7242 0.3631 0.7206
H 4.0800 -0.0902 -3.9616
Ir -1.3517 -0.3374 -0.4524
C -1.6312 1.3136 2.1030
H -3.2208 2.6288 4.8104
H 0.7254 1.0492 4.5571
S -2.0954 -2.3364 2.0405
C 0.7457 0.5066 1.9501
C 2.2899 -0.3978 -2.8681
N 1.4404 -0.0661 -1.8832
H 2.5163 1.0658 3.0341
H 2.6947 -0.3199 1.9376
S -1.8795 1.5718 -2.4801
C -2.7766 0.2257 -2.9302
H 3.3813 1.3910 -3.3070
S -3.1448 -1.0269 -1.8276
C 0.5257 -1.7524 -2.8312
H 2.1318 -2.0157 -4.3517
H 0.0143 -3.6214 -3.6930
H -1.0528 2.0554 5.8938
C -1.3754 -1.8304 0.7508

***

59
Properties=species:S:1:pos:R:3 method="wB97M-V/def2-TZVPD" e_homo_ev=-8.98 homo_lumo_gap_ev=9.162 de_lowest_ev=3.174
H -0.7556 -0.3911 2.6197
H 1.8334 -2.7109 1.7338
H 3.4244 2.7208 -0.3140
H 0.7759 0.2894 0.6133
H -2.6356 -2.0546 -0.8671
O -1.4402 2.2404 3.4458
H 2.9261 1.0238 0.0551
H 2.7874 -1.2373 -3.5047
C 1.0948 2.2138 -0.3714
H -1.1500 -3.2272 4.3548
H -2.2265 -3.6241 1.9460
S -2.4930 0.1918 0.2489
H 1.3821 2.1418 -2.4253
H -1.2669 -2.0149 0.2286
O -1.2961 2.9773 -2.9877
O 0.1096 -3.1206 -3.5150
C 2.5997 2.0652 0.1432
H 0.9375 0.0946 -4.6256
O -1.2508 -2.9367 3.4782
O -0.9927 0.4994 -4.1574
H 0.5354 2.8535 0.4245
O -2.5521 -4.0929 1.0954
H -1.6088 3.7798 -2.8851
H 1.4870 -2.3441 -1.8710
H -1.3366 1.3146 3.7923
C -1.0364 0.7206 -0.7090
H -0.1715 -2.2040 -3.4282
H -0.2785 0.2890 3.9481
O -1.0605 -0.2675 3.5953
H 1.7135 0.2093 3.4501
N 0.9630 2.7575 -1.7146
H 3.2095 -0.3088 -2.4498
O 1.7075 -2.0518 2.3762
H -0.5484 -3.5318 -3.0049
H -1.2328 -2.0266 3.4725
H -1.8864 1.0527 -4.2499
H -0.7620 2.5426 -2.2177
C -2.2722 -1.7088 0.1019
H 1.4739 3.7768 -1.7986
C 0.4149 0.7574 -0.2632
O 2.0787 -2.8431 -1.1615
H 1.0430 -2.3860 3.0169
H -0.9075 0.4828 -3.1948
H 1.1920 4.0824 3.0611
O 1.6012 0.5772 -4.2148
H 2.8462 -2.3526 -1.2981
H 1.0151 0.0835 -1.0186
H -2.1319 -4.8704 0.9241
O 0.9734 3.2133 2.9234
H -1.4764 1.8014 -0.7669
H -2.0203 2.2513 2.6974
O 3.5416 -1.1353 -2.7984
H 1.8977 1.0968 -4.9665
H 0.0085 2.9752 3.1471
H -2.9675 -2.0150 0.8854
H 1.5356 1.7830 3.6579
H 2.4927 2.5233 1.1450
O 1.1234 0.8318 3.9317
H -1.1555 0.3406 -1.7656

***

8
Properties=species:S:1:pos:R:3 method="wB97M-V/def2-TZVPD" e_homo_ev="-7.20 / -8.95" homo_lumo_gap_ev="7.828 / 6.180" de_lowest_ev=3.773 multiplicity=3
P -0.2904 0.4279 -1.6921
P 0.1724 -0.4127 1.3275
S -1.1473 0.6532 2.3535
C 0.5416 -0.4075 -0.5666
H 1.4230 -0.1059 1.9637
H 0.1897 -1.6954 1.6594
H -1.4373 0.9640 -2.1445
H 0.5483 0.5764 -2.9009

***

30
Properties=species:S:1:pos:R:3 method="wB97M-V/def2-TZVPD" e_homo_ev=-3.49 charge=-1 homo_lumo_gap_ev=4.126 de_lowest_ev=0.321
C 1.8041 -0.3312 2.5155
H 0.7350 -3.8706 1.1568
O -1.5487 0.1273 -1.7319
C -0.4616 -1.7649 -0.8441
Cl 2.8207 3.3142 1.0413
Cl -0.3034 3.4431 0.9122
Cl -1.9798 0.9182 1.6050
H -0.4669 -4.2760 -0.1235
C 0.2923 -0.3335 2.2769
O 0.6099 0.3676 -1.0918
H -3.5709 2.0116 -2.1504
C -0.3716 -0.3607 -1.2157
Cl 4.2262 0.7746 2.2197
C -0.2880 0.9129 1.8010
C 0.4727 2.0202 1.4776
H 1.2889 -4.5377 -0.3960
H -0.5335 1.7679 -2.5011
C 0.7202 -2.4478 -0.4294
O 1.8414 -1.9077 -0.4291
H -2.4132 3.0592 -3.0375
H -1.4382 2.0519 -0.9999
C 2.5350 0.8463 2.0710
H -2.8222 1.4484 -3.6808
C 1.9017 1.9702 1.5650
H -1.4395 -2.2555 -0.8917
C -1.4692 1.5423 -1.9735
O -0.3686 -1.3383 2.5004
C 0.5417 -3.8780 0.0720
C -2.6588 2.0273 -2.7631
O 2.3443 -1.3015 3.0452

***

Copy entry 4 word for word.
30
Properties=species:S:1:pos:R:3 method="wB97M-V/def2-TZVPD" e_homo_ev=-3.49 charge=-1 homo_lumo_gap_ev=4.126 de_lowest_ev=0.321
C 1.8041 -0.3312 2.5155
H 0.7350 -3.8706 1.1568
O -1.5487 0.1273 -1.7319
C -0.4616 -1.7649 -0.8441
Cl 2.8207 3.3142 1.0413
Cl -0.3034 3.4431 0.9122
Cl -1.9798 0.9182 1.6050
H -0.4669 -4.2760 -0.1235
C 0.2923 -0.3335 2.2769
O 0.6099 0.3676 -1.0918
H -3.5709 2.0116 -2.1504
C -0.3716 -0.3607 -1.2157
Cl 4.2262 0.7746 2.2197
C -0.2880 0.9129 1.8010
C 0.4727 2.0202 1.4776
H 1.2889 -4.5377 -0.3960
H -0.5335 1.7679 -2.5011
C 0.7202 -2.4478 -0.4294
O 1.8414 -1.9077 -0.4291
H -2.4132 3.0592 -3.0375
H -1.4382 2.0519 -0.9999
C 2.5350 0.8463 2.0710
H -2.8222 1.4484 -3.6808
C 1.9017 1.9702 1.5650
H -1.4395 -2.2555 -0.8917
C -1.4692 1.5423 -1.9735
O -0.3686 -1.3383 2.5004
C 0.5417 -3.8780 0.0720
C -2.6588 2.0273 -2.7631
O 2.3443 -1.3015 3.0452